{"formula": "C54H138Cl6N18O12P6", "method": "ωB97M-V/def2-TZVPD", "smiles": "CN(C)P(=O)(N(C)C)N(C)C.CN(C)P(=O)(N(C)C)N(C)C.CN(C)P(=O)(N(C)C)N(C)C.CN(C)P(=O)(N(C)C)N(C)C.CN(C)P(=O)(N(C)C)N(C)C.CN(C)P(=O)(N(C)C)N(C)C.O=C1CCCO1.O=C1CCCO1.O=C1CCCO1.ClCCCl.ClCCCl.ClCCCl", "mol_weight_da": 1630.37, "spin_multiplicity": 1, "total_energy_ev": -240505.0480, "elements": ["Cl", "C", "C", "Cl", "H", "H", "H", "H", "Cl", "C", "C", "Cl", "H", "H", "H", "H", "Cl", "C", "C", "Cl", "H", "H", "H", "H", "O", "P", "N", "C", "C", "N", "C", "C", "N", "C", "C", "H", "H", "H", "H", "H", "H", "H", "H", "H", "H", "H", "H", "H", "H", "H", "H", "H", "H", "O", "P", "N", "C", "C", "N", "C", "C", "N", "C", "C", "H", "H", "H", "H", "H", "H", "H", "H", "H", "H", "H", "H", "H", "H", "H", "H", "H", "H", "O", "P", "N", "C", "C", "N", "C", "C", "N", "C", "C", "H", "H", "H", "H", "H", "H", "H", "H", "H", "H", "H", "H", "H", "H", "H", "H", "H", "H", "O", "P", "N", "C", "C", "N", "C", "C", "N", "C", "C", "H", "H", "H", "H", "H", "H", "H", "H", "H", "H", "H", "H", "H", "H", "H", "H", "H", "H", "O", "P", "N", "C", "C", "N", "C", "C", "N", "C", "C", "H", "H", "H", "H", "H", "H", "H", "H", "H", "H", "H", "H", "H", "H", "H", "H", "H", "H", "O", "P", "N", "C", "C", "N", "C", "C", "N", "C", "C", "H", "H", "H", "H", "H", "H", "H", "H", "H", "H", "H", "H", "H", "H", "H", "H", "H", "H", "O", "C", "O", "C", "C", "C", "H", "H", "H", "H", "H", "H", "O", "C", "O", "C", "C", "C", "H", "H", "H", "H", "H", "H", "O", "C", "O", "C", "C", "C", "H", "H", "H", "H", "H", "H"], "xyz": [[6.640, 1.471, 4.942], [5.711, 2.763, 4.106], [5.318, 3.825, 5.089], [4.015, 3.253, 6.183], [4.878, 2.265, 3.622], [6.412, 3.203, 3.398], [4.851, 4.660, 4.571], [6.148, 4.150, 5.704], [3.977, 0.929, -3.815], [4.424, -0.701, -3.196], [3.635, -1.769, -3.866], [4.022, -1.991, -5.593], [4.193, -0.668, -2.130], [5.498, -0.822, -3.302], [2.557, -1.708, -3.774], [3.949, -2.709, -3.405], [-1.299, 8.006, -0.856], [-2.513, 6.710, -0.961], [-3.014, 6.487, -2.368], [-4.013, 5.016, -2.457], [-3.368, 7.037, -0.364], [-2.118, 5.833, -0.461], [-2.150, 6.334, -3.019], [-3.589, 7.307, -2.784], [-0.926, 0.871, 0.306], [0.413, 1.216, -0.207], [1.543, 1.208, 0.994], [2.927, 1.625, 0.847], [1.078, 1.019, 2.375], [0.475, 2.700, -0.935], [-0.665, 3.590, -0.750], [1.534, 3.181, -1.810], [0.952, 0.185, -1.380], [1.357, -1.164, -0.979], [0.532, 0.276, -2.755], [3.573, 0.863, 1.302], [3.093, 2.586, 1.345], [3.188, 1.611, -0.209], [1.518, 1.807, 2.999], [1.452, 0.058, 2.724], [0.003, 1.139, 2.448], [-0.811, 4.278, -1.585], [-1.576, 2.988, -0.742], [-0.559, 4.180, 0.168], [2.248, 3.825, -1.279], [2.060, 2.376, -2.316], [1.086, 3.829, -2.567], [2.116, -1.584, -1.638], [1.845, -1.122, -0.006], [0.472, -1.809, -0.943], [-0.495, 0.670, -2.835], [0.426, -0.673, -3.278], [1.078, 1.001, -3.361], [-2.442, -7.270, 2.161], [-2.457, -5.801, 2.050], [-1.108, -5.177, 2.802], [-1.061, -3.891, 3.476], [0.158, -5.848, 2.650], [-3.791, -5.110, 2.718], [-4.156, -5.569, 4.068], [-4.864, -4.476, 1.968], [-2.390, -5.275, 0.475], [-2.175, -3.894, 0.150], [-2.288, -6.195, -0.624], [-0.566, -3.143, 2.839], [-0.555, -3.988, 4.439], [-2.063, -3.504, 3.665], [0.987, -5.157, 2.838], [0.353, -6.284, 1.669], [0.274, -6.629, 3.411], [-3.276, -5.613, 4.705], [-4.804, -4.805, 4.511], [-4.733, -6.488, 3.970], [-5.673, -5.190, 1.774], [-5.325, -3.711, 2.594], [-4.469, -4.017, 1.071], [-2.683, -3.499, -0.742], [-2.465, -3.174, 0.917], [-1.109, -3.772, -0.111], [-2.243, -7.225, -0.268], [-1.325, -6.079, -1.144], [-3.108, -6.130, -1.343], [1.068, 3.320, -8.560], [0.281, 2.168, -9.017], [0.862, 1.398, -10.385], [1.276, 2.283, -11.477], [0.373, 0.106, -10.786], [-1.307, 2.536, -9.365], [-1.691, 3.730, -10.103], [-2.350, 1.550, -9.254], [0.183, 0.972, -7.874], [1.305, 0.072, -7.668], [-0.456, 1.376, -6.633], [0.455, 2.912, -11.841], [1.603, 1.665, -12.312], [2.095, 2.903, -11.117], [-0.569, 0.136, -11.357], [0.257, -0.574, -9.946], [1.076, -0.388, -11.468], [-1.955, 3.419, -11.121], [-2.575, 4.210, -9.671], [-0.903, 4.480, -10.124], [-3.164, 1.740, -9.967], [-2.070, 0.515, -9.433], [-2.909, 1.654, -8.312], [2.162, 0.681, -7.352], [1.098, -0.783, -7.026], [1.661, -0.397, -8.587], [-0.995, 0.527, -6.192], [-1.152, 2.201, -6.741], [0.318, 1.584, -5.880], [1.498, -0.645, 8.970], [0.913, -1.476, 7.910], [-0.623, -2.044, 8.181], [-1.547, -0.992, 8.562], [-0.834, -3.305, 8.943], [1.847, -2.806, 7.516], [3.257, -2.560, 7.248], [1.304, -3.917, 6.727], [0.729, -0.574, 6.511], [1.619, 0.567, 6.253], [-0.022, -1.102, 5.389], [-1.183, -0.379, 9.396], [-2.559, -1.348, 8.743], [-1.654, -0.245, 7.766], [-1.283, -4.042, 8.273], [-1.474, -3.050, 9.780], [0.124, -3.731, 9.237], [3.753, -2.130, 8.117], [3.729, -3.492, 6.948], [3.380, -1.828, 6.434], [1.980, -4.773, 6.818], [0.380, -4.270, 7.162], [1.251, -3.659, 5.665], [1.741, 0.716, 5.181], [1.313, 1.478, 6.762], [2.600, 0.226, 6.592], [-0.613, -0.280, 4.966], [-0.864, -1.701, 5.752], [0.579, -1.669, 4.676], [-6.164, 0.125, -4.214], [-4.761, 0.191, -3.828], [-4.048, 1.557, -4.427], [-2.699, 1.926, -4.046], [-4.620, 2.202, -5.604], [-3.885, -1.129, -4.323], [-2.547, -1.515, -3.954], [-4.539, -2.000, -5.273], [-4.454, 0.361, -2.212], [-4.996, 1.537, -1.537], [-3.868, -0.651, -1.352], [-2.040, 1.052, -4.109], [-2.657, 2.199, -2.986], [-2.258, 2.681, -4.688], [-4.102, 3.114, -5.892], [-5.680, 2.380, -5.434], [-4.557, 1.542, -6.485], [-1.852, -1.376, -4.794], [-2.167, -0.936, -3.123], [-2.503, -2.563, -3.633], [-5.119, -1.474, -6.033], [-3.823, -2.646, -5.784], [-5.275, -2.670, -4.806], [-5.173, 1.287, -0.488], [-4.233, 2.322, -1.472], [-5.932, 1.834, -1.999], [-4.101, -1.664, -1.686], [-4.294, -0.556, -0.352], [-2.784, -0.544, -1.225], [4.403, -1.439, 0.316], [5.187, -2.408, 1.121], [6.738, -1.871, 1.352], [7.010, -0.791, 2.289], [7.647, -1.918, 0.212], [5.373, -3.807, 0.292], [4.779, -3.932, -1.033], [6.057, -4.943, 0.877], [4.610, -2.690, 2.630], [5.404, -3.234, 3.718], [3.361, -2.051, 3.050], [8.066, -0.542, 2.214], [6.850, -1.106, 3.322], [6.361, 0.072, 2.105], [8.681, -1.993, 0.543], [7.450, -1.052, -0.433], [7.462, -2.799, -0.404], [5.223, -3.225, -1.738], [4.992, -4.920, -1.437], [3.698, -3.808, -0.964], [7.139, -4.817, 0.967], [5.637, -5.141, 1.870], [5.829, -5.872, 0.355], [5.572, -2.473, 4.488], [4.996, -4.152, 4.146], [6.414, -3.455, 3.365], [3.096, -1.320, 2.284], [3.501, -1.448, 3.950], [2.564, -2.797, 3.077], [-0.662, 5.460, 2.958], [0.478, 5.667, 2.669], [1.018, 6.904, 2.687], [2.382, 6.898, 2.270], [2.581, 5.554, 1.557], [1.519, 4.658, 2.190], [3.108, 7.024, 3.076], [2.507, 7.760, 1.617], [3.575, 5.174, 1.811], [2.595, 5.566, 0.468], [1.950, 4.150, 3.056], [0.998, 3.956, 1.543], [-6.241, 0.056, 2.644], [-5.051, 0.023, 2.722], [-4.300, 1.095, 3.050], [-2.919, 0.885, 2.606], [-2.738, -0.620, 2.596], [-4.156, -1.178, 2.386], [-2.339, 1.450, 3.335], [-2.842, 1.382, 1.641], [-2.169, -0.947, 3.461], [-2.149, -0.834, 1.700], [-4.434, -1.931, 3.118], [-4.201, -1.524, 1.362], [-6.534, 4.654, 0.522], [-5.761, 4.400, 1.397], [-6.133, 4.329, 2.695], [-5.035, 4.159, 3.580], [-3.777, 4.356, 2.722], [-4.268, 4.167, 1.286], [-4.913, 3.144, 3.970], [-5.151, 4.799, 4.451], [-2.972, 3.668, 2.981], [-3.239, 5.307, 2.768], [-3.939, 3.191, 0.926], [-3.817, 4.882, 0.606]], "forces_ev_per_angstrom": [[-0.06, -0.03, -0.03], [0.77, -0.19, 0.33], [-0.96, -0.04, 0.11], [0.11, -0.08, 0.06], [-0.11, 0.22, -0.11], [-0.18, -0.10, -0.23], [0.30, 0.16, -0.13], [0.06, 0.04, -0.05], [0.20, -0.04, -0.05], [-0.35, 0.93, 0.39], [0.40, -1.27, -0.01], [-0.01, 0.21, -0.15], [0.00, -0.21, 0.01], [0.00, -0.04, -0.25], [-0.01, 0.41, 0.01], [-0.20, 0.05, 0.02], [0.10, -0.03, -0.21], [-1.24, 0.43, 0.69], [1.07, -0.32, -0.56], [-0.03, 0.02, 0.11], [0.16, 0.04, 0.12], [0.19, -0.16, -0.37], [-0.14, -0.07, -0.10], [-0.07, 0.14, 0.30], [-0.42, 0.23, 0.37], [0.44, 0.18, -0.71], [-0.63, -0.19, 0.66], [-0.27, -0.86, 0.06], [0.87, 0.45, -0.39], [-0.51, 0.16, -0.82], [-0.26, -0.18, 0.03], [-0.14, 0.53, 0.18], [1.43, -0.73, -0.16], [-0.08, 0.29, 0.46], [-1.79, 1.23, -0.64], [0.06, 0.13, 0.04], [0.13, 0.09, -0.30], [0.10, 0.39, 0.00], [0.06, -0.10, 0.04], [-0.36, -0.13, 0.38], [-0.06, -0.40, -0.06], [0.46, -0.04, -0.12], [-0.04, 0.14, 0.45], [-0.32, 0.03, -0.04], [0.13, -0.21, 0.03], [0.13, -0.03, 0.18], [-0.01, -0.18, -0.14], [-0.17, 0.09, -0.19], [-0.18, -0.08, 0.07], [0.18, -0.22, 0.04], [0.07, -0.05, 0.33], [0.59, -0.24, 0.27], [0.51, -0.42, 0.01], [0.18, -0.21, -0.32], [0.34, -0.72, -0.21], [-0.81, 0.85, 0.33], [-0.10, 0.01, -0.33], [0.76, -0.35, 0.61], [0.38, 0.81, 0.47], [-0.39, 0.82, -0.71], [-0.24, -0.39, 0.68], [-1.02, 0.06, 0.07], [0.99, 0.74, -0.68], [0.55, -0.83, -0.30], [0.22, 0.05, 0.25], [0.10, 0.13, -0.05], [-0.07, -0.20, -0.01], [-0.20, 0.22, -0.11], [-0.39, -0.03, -0.07], [-0.04, -0.16, -0.23], [0.04, -0.55, -0.04], [-0.03, -0.04, -0.02], [0.28, -0.26, 0.48], [0.15, -0.01, -0.45], [0.11, 0.12, -0.09], [-0.29, -0.12, -0.20], [-0.39, -0.72, -0.02], [0.28, -0.34, 0.41], [-0.02, 0.38, 0.32], [-0.29, 0.10, 0.27], [-0.18, 0.33, -0.15], [0.00, 0.24, 0.00], [0.19, 0.61, -0.70], [-0.23, -0.34, -0.14], [0.81, 0.01, 0.36], [-0.10, -0.20, 0.33], [-0.33, -0.52, -0.74], [0.04, 0.13, 0.49], [-0.09, -0.15, -0.08], [-1.57, 0.10, 0.01], [-0.98, -0.69, -0.43], [1.03, 0.41, -0.73], [0.38, -0.91, 0.80], [0.06, 0.04, 0.00], [0.17, 0.03, 0.03], [-0.03, 0.15, -0.20], [-0.08, 0.13, 0.24], [-0.22, 0.16, 0.07], [0.20, 0.23, 0.12], [0.04, 0.34, -0.10], [0.02, -0.11, 0.14], [0.17, -0.17, 0.03], [0.42, 0.16, -0.34], [0.37, 0.04, 0.30], [0.40, -0.36, 0.20], [0.07, -0.47, 0.62], [-0.27, 0.40, 0.47], [-0.29, 0.25, -0.16], [-0.21, 0.01, -0.29], [0.17, 0.14, -0.14], [-0.11, 0.56, -0.08], [0.48, 0.07, 0.08], [0.14, 0.48, -0.64], [-0.01, -1.01, 0.26], [-0.18, 1.45, -0.45], [0.45, 0.64, -0.91], [-0.42, -1.03, 0.41], [-0.15, 0.78, -0.05], [0.73, 0.16, 0.29], [-0.46, 0.06, -0.03], [0.50, -1.27, 0.23], [-1.10, 0.62, 0.66], [-0.13, -0.42, 0.31], [0.14, -0.35, 0.15], [0.10, -0.29, -0.19], [-0.45, 0.01, 0.28], [0.07, -0.47, 0.26], [-0.07, 0.13, 0.47], [-0.02, -0.15, 0.08], [0.10, -0.03, 0.12], [0.11, -0.22, -0.11], [0.12, 0.12, -0.02], [-0.38, 0.17, -0.47], [-0.36, -0.17, -0.01], [-0.34, 0.14, -0.07], [0.02, 0.06, -0.03], [0.17, 0.80, 0.19], [0.66, 0.11, -0.68], [0.48, -0.55, 0.13], [-0.10, 0.20, -0.28], [-0.79, -0.23, -0.63], [1.03, 0.53, 0.81], [-0.02, 1.32, -0.48], [0.26, -1.16, 0.59], [-0.31, -0.84, -0.48], [-0.35, -0.22, 0.14], [0.32, 0.02, -0.05], [-0.80, -0.84, -0.40], [0.32, -0.61, 0.37], [0.68, -0.24, 0.38], [-0.12, -0.10, 0.24], [0.10, 0.10, -0.24], [0.04, 0.43, -0.14], [-0.28, 0.26, 0.07], [0.03, 0.15, 0.44], [0.05, 0.23, -0.06], [-0.02, 0.07, 0.04], [0.01, -0.13, 0.02], [-0.03, 0.20, 0.02], [-0.07, -0.01, -0.12], [0.24, 0.25, 0.05], [0.21, 0.20, 0.04], [0.17, 0.03, 0.17], [-0.38, -0.15, -0.10], [-0.35, 0.33, -0.39], [0.08, 0.38, 0.00], [0.08, 0.05, -0.15], [-0.12, 0.06, -0.10], [0.02, 0.02, -0.01], [-0.73, -0.19, 0.14], [0.78, 0.99, -0.64], [0.72, -0.91, 0.41], [-0.31, -0.29, 0.15], [-0.55, -0.02, -0.29], [0.02, -0.67, -0.48], [0.19, -0.14, 0.03], [-0.56, -0.37, 0.73], [-0.27, 0.39, 0.82], [0.86, 0.18, -0.18], [0.21, 0.26, -1.10], [-0.07, 0.32, -0.06], [-0.09, 0.00, -0.07], [0.30, 0.18, -0.05], [0.04, 0.35, 0.01], [0.52, 0.07, -0.01], [-0.13, -0.04, 0.14], [-0.21, 0.16, 0.07], [-0.04, -0.09, 0.16], [-0.02, 0.14, -0.32], [0.01, 0.03, -0.10], [0.31, 0.14, 0.07], [0.14, 0.21, -0.41], [-0.40, -0.15, 0.20], [-0.22, 0.11, 0.06], [-0.14, -0.17, -0.13], [-0.14, -0.17, -0.12], [-0.10, -0.48, 0.34], [-0.17, 0.17, 0.59], [-0.06, -0.02, 0.04], [0.24, -0.20, -0.03], [0.00, 0.19, 0.51], [0.06, 0.06, -1.09], [1.10, -0.65, 0.25], [-0.32, 0.71, -0.04], [-0.48, -0.10, 0.43], [-0.01, -0.07, -0.09], [0.01, 0.01, -0.03], [-0.56, 0.35, 0.01], [-0.29, -0.13, 0.04], [0.34, -0.18, -0.02], [-0.20, 0.01, 0.40], [0.06, -0.20, -1.18], [0.10, -0.21, -0.12], [-1.12, 0.76, 0.81], [0.64, 0.12, -1.11], [0.86, 0.97, 1.27], [0.34, -0.26, -0.10], [0.27, -0.33, -0.14], [-0.31, -0.25, 0.19], [0.27, -0.17, 0.26], [0.09, -0.34, -0.27], [-0.79, -0.14, 0.08], [-0.07, -0.07, -0.02], [0.22, -0.36, -0.16], [-0.44, -0.03, 0.14], [1.33, -0.47, 0.09], [1.04, 0.63, -0.22], [0.68, 0.04, 0.50], [-0.94, -0.04, -0.21], [-0.02, 0.41, -0.26], [-0.29, -0.26, 0.05], [-0.61, 0.29, 0.44], [-0.74, -0.18, -0.19], [-0.23, 0.09, -0.09]], "mulliken_charge": [-0.21, 0.03, -0.44, -0.14, -0.23, 0.42, 0.17, 0.42, -0.19, 0.50, 0.25, -0.20, -0.74, 0.54, -0.19, 0.07, -0.21, 0.41, -0.60, -0.08, 0.42, -0.62, 0.26, 0.48, -0.60, -1.26, 1.36, 0.20, 0.12, 1.43, -0.15, -0.65, 1.71, -0.21, -0.90, -0.30, -0.46, 0.10, 0.10, -0.32, -0.21, 0.19, -0.04, -0.44, -0.07, 0.00, 0.39, -0.12, -0.20, 0.13, 0.00, 0.68, -0.33, -0.92, 0.31, 0.58, -0.83, -1.06, 0.57, -1.13, -0.94, 0.66, -1.28, -1.18, 0.09, 0.49, 0.06, 0.29, 0.31, 0.27, 0.35, 0.39, 0.27, 0.31, 0.37, 0.18, 0.55, -0.30, 0.58, 0.37, 0.34, 0.30, -0.90, 0.32, 0.27, -0.89, -1.11, 0.48, -1.18, -1.11, 0.67, -1.20, -1.65, 0.26, 0.36, 0.28, 0.31, 0.37, 0.38, 0.39, 0.35, 0.30, 0.46, 0.33, 0.15, 0.41, 0.24, 0.40, 0.41, 0.52, 0.35, -0.90, 0.30, 0.39, -1.21, -1.22, 0.22, -0.59, -0.65, 0.72, -1.15, -1.03, 0.34, 0.51, 0.29, 0.26, 0.39, 0.43, 0.30, 0.38, -0.05, 0.51, 0.00, 0.19, 0.23, 0.21, 0.51, 0.75, 0.33, -0.25, -0.91, -0.12, 0.92, 0.12, -1.00, 0.51, -0.54, -1.33, 0.12, -0.71, -0.89, -0.43, -0.59, 0.62, 0.39, 0.32, 0.18, 0.39, -0.38, 0.58, 0.29, 0.48, 0.35, 0.39, -0.16, 0.40, 0.42, 0.41, 0.07, -0.29, -0.57, 0.32, -0.77, -1.10, 0.35, -0.80, -0.93, 1.02, -1.32, -0.17, 0.40, 0.15, 0.19, 0.37, 0.30, 0.33, 0.13, 0.40, 0.23, 0.29, 0.21, 0.43, 0.34, 0.29, 0.51, -0.81, 0.34, 0.03, -0.52, 0.12, -0.41, -0.47, -0.52, 1.93, 0.19, 0.37, 0.28, 0.23, -0.08, -1.31, -0.63, -0.12, -0.37, -0.24, 1.99, 0.18, 0.54, -0.25, -1.07, -0.21, 0.08, 0.12, -0.61, 0.41, -0.40, -0.39, -0.27, 2.62, 0.08, 0.35, -0.03, 0.47, -1.09, -1.12]}